1.
{
  "formula": "C17H22FeN6O5S",
  "method": "ωB97M-V/def2-TZVPD",
  "e_above_lowest_ev": 0.0000,
  "charge": 1,
  "multiplicity": 2,
  "largest_force_ha_per_bohr": 0.008,
  "homo_ev": [-12.35, -12.23],
  "symbols": ["Fe", "C", "C", "N", "N", "C", "N", "S", "C", "C", "C", "C", "C", "N", "H", "H", "H", "H", "H", "H", "H", "H", "H", "H", "O", "C", "O", "C", "C", "N", "N", "C", "C", "O", "O", "H", "H", "H", "C", "C", "C", "C", "O", "H", "H", "H", "H", "H", "H", "H", "H", "H"],
  "coordinates": [[-0.7365, 0.2676, 0.0912], [2.1559, -2.4841, -1.3608], [1.3840, -1.3682, -0.7401], [0.1071, -1.3104, -0.6861], [-0.6974, -2.2509, -1.2539], [-2.0448, -2.0746, -1.1587], [-2.7983, -3.0537, -1.6437], [-2.7069, -0.7160, -0.4361], [2.0619, -0.2229, -0.0997], [3.4253, -0.1790, 0.1101], [3.9599, 0.9244, 0.7721], [3.1139, 1.9273, 1.1997], [1.7512, 1.8040, 0.9504], [1.2524, 0.7628, 0.3125], [1.5724, -3.0319, -2.0993], [2.4859, -3.1872, -0.5907], [3.0412, -2.1042, -1.8665], [-0.3014, -3.1358, -1.5300], [-2.4207, -3.8733, -2.0892], [-3.8003, -2.9603, -1.5991], [4.0711, -0.9815, -0.2172], [5.0259, 0.9884, 0.9466], [3.4866, 2.7978, 1.7223], [1.0328, 2.5508, 1.2755], [-1.0045, 5.5337, -2.2111], [-0.6344, 4.6891, -3.1536], [-0.3279, 5.0267, -4.2665], [-0.5562, 3.2418, -2.7810], [-0.1244, 2.2652, -3.6528], [-0.1456, 1.0950, -2.9871], [-0.5932, 1.2543, -1.7338], [-0.8399, 2.5476, -1.5914], [-1.3769, 2.9526, -0.2518], [-1.6587, 4.1208, -0.0316], [-1.5392, 1.9596, 0.5475], [-1.1718, 5.0887, -1.3396], [0.1894, 2.3470, -4.6821], [0.0833, 0.1838, -3.3420], [-0.0098, -1.0925, 3.8424], [-0.9792, -1.2535, 2.6748], [-0.7905, -2.6315, 2.0528], [-2.4169, -1.0675, 3.1519], [-0.6577, -0.1911, 1.7999], [-0.2249, -1.8184, 4.6286], [-0.0995, -0.0892, 4.2592], [1.0206, -1.2394, 3.5055], [-0.9771, -3.4032, 2.8010], [0.2353, -2.7563, 1.6920], [-1.4971, -2.7932, 1.2330], [-2.6513, -1.7918, 3.9361], [-3.1241, -1.2050, 2.3365], [-2.5490, -0.0624, 3.5538]],
  "atomic_forces_ev_per_a": [[0.2500, 0.0265, -0.1298], [0.0174, -0.0219, 0.0082], [0.1312, -0.1698, -0.0874], [-0.1275, 0.1452, 0.0520], [0.0012, -0.0646, -0.1328], [0.0077, 0.0536, 0.1690], [-0.1485, -0.1691, -0.1387], [-0.1574, 0.0381, -0.1252], [0.2143, -0.1181, 0.0578], [0.1163, 0.0751, 0.0283], [-0.0050, -0.0215, -0.0376], [0.0313, 0.0497, 0.0118], [-0.1018, 0.2552, 0.1066], [-0.4122, 0.0337, 0.0129], [0.0562, -0.0018, -0.0122], [-0.0162, 0.0159, -0.0220], [0.0037, 0.0048, 0.0115], [-0.0104, -0.0792, 0.0524], [-0.0107, -0.0016, -0.0024], [0.0142, -0.0107, 0.0029], [-0.0309, -0.0016, -0.0005], [-0.0326, -0.0087, 0.0137], [-0.0121, -0.0356, -0.0226], [0.0776, -0.0596, 0.0045], [0.0973, 0.0287, 0.0455], [0.2029, 0.0260, -0.0082], [-0.1068, -0.0133, 0.0195], [-0.0251, -0.0956, 0.0008], [0.0631, 0.0242, 0.0233], [-0.0673, 0.0355, 0.0202], [-0.0221, -0.0251, 0.1449], [0.0242, -0.0096, -0.0998], [-0.3204, -0.1041, -0.0489], [0.2202, 0.0105, 0.0370], [0.3444, 0.1887, 0.1617], [-0.2786, -0.0047, -0.0725], [-0.0239, -0.0002, 0.0729], [-0.0224, -0.0395, -0.0131], [0.0204, -0.0433, 0.1149], [-0.0790, 0.0007, 0.0906], [-0.0922, -0.0675, -0.1492], [0.0115, -0.0499, 0.1503], [0.1805, 0.2236, -0.2997], [0.0261, 0.0066, -0.0043], [0.0016, -0.0273, -0.0062], [-0.0552, 0.0180, 0.0117], [0.0165, 0.0032, -0.0177], [-0.0332, 0.0006, 0.0006], [0.0786, -0.0172, 0.1159], [-0.0087, 0.0441, -0.0385], [-0.0362, -0.0176, -0.0599], [0.0282, -0.0297, -0.0121]],
  "lowdin_charge": [0.42, 0.02, -0.21, -0.01, 0.04, -0.76, 0.14, 0.93, -0.19, 0.02, -0.01, 0.00, -0.04, 0.07, 0.08, 0.12, 0.10, 0.15, 0.13, 0.12, 0.12, 0.13, 0.13, 0.14, 0.15, -0.50, 0.12, -0.02, 0.03, 0.06, 0.02, -0.11, -0.53, 0.10, -0.07, 0.07, 0.15, 0.16, -0.03, -0.69, -0.03, -0.03, -0.23, 0.09, 0.09, 0.08, 0.10, 0.08, 0.05, 0.09, 0.05, 0.10]
}

2.
{
  "formula": "C17H22INO3PS",
  "method": "ωB97M-V/def2-TZVPD",
  "charge": 1,
  "multiplicity": 1,
  "largest_force_ha_per_bohr": 0.016,
  "homo_ev": -10.65,
  "symbols": ["C", "C", "C", "C", "C", "C", "C", "C", "C", "N", "C", "O", "C", "C", "C", "C", "P", "O", "I", "C", "C", "C", "S", "H", "H", "H", "H", "H", "H", "H", "H", "H", "H", "H", "H", "H", "H", "H", "H", "H", "H", "H", "O", "H", "H", "H"],
  "coordinates": [[-3.0708, -1.5278, -2.9334], [-2.4547, -0.1212, -3.1591], [-1.3701, 0.1842, -2.1269], [-1.8610, 0.7074, -0.7999], [-3.1656, 1.1310, -0.5741], [-3.5864, 1.5767, 0.6766], [-2.7116, 1.6087, 1.7494], [-1.4046, 1.1975, 1.5394], [-0.9757, 0.7622, 0.2838], [0.3930, 0.3524, 0.0975], [1.2824, 1.4736, -0.0191], [1.3047, 2.0501, -1.3098], [2.2272, 1.4255, -2.1910], [0.8164, -0.5969, 1.0951], [1.4270, -1.7752, 0.6868], [1.8162, -2.6917, 1.6595], [2.5922, -4.2245, 1.0582], [3.1213, -4.7992, 2.5025], [0.5754, -5.6049, 0.6750], [1.6173, -2.4381, 3.0145], [0.9992, -1.2625, 3.4220], [0.6025, -0.3509, 2.4502], [-0.2215, 1.1667, 2.8727], [-4.1486, -1.5283, -3.0350], [-2.7845, -1.8932, -1.9502], [-2.6315, -2.2184, -3.6466], [-1.9959, -0.1204, -4.1424], [-3.2480, 0.6169, -3.1613], [-0.6649, 0.9008, -2.5454], [-0.8116, -0.7318, -1.9544], [-3.8973, 1.1096, -1.3639], [-4.6100, 1.8754, 0.8373], [-3.0357, 1.9190, 2.7295], [1.0132, 2.2857, 0.6684], [2.3036, 1.1560, 0.2182], [3.1692, 1.9735, -2.2373], [2.4097, 0.3875, -1.9250], [1.8152, 1.4284, -3.1950], [1.5746, -1.9750, -0.3632], [3.2729, -5.7448, 2.3775], [1.9253, -3.1814, 3.7321], [0.8022, -1.0313, 4.4569], [3.0909, 4.2269, 0.8967], [3.2445, 3.7710, 1.7503], [2.4302, 4.9443, 0.9877], [2.8240, 3.5866, 0.1955]],
  "atomic_forces_ev_per_a": [[0.5936, 0.4870, -0.0173], [-0.1232, -0.7987, 0.1971], [-0.3721, 0.2593, -0.3636], [0.1019, -0.1028, 0.2879], [-0.1601, 0.0986, 0.2986], [0.2492, -0.0369, 0.0169], [0.0989, -0.0705, -0.1776], [0.4883, -0.1750, -0.1269], [-0.4076, 0.1100, -0.1503], [0.1424, 0.1022, 0.4612], [0.5245, 0.2829, -0.2672], [0.1652, 0.4512, 0.3437], [-0.1162, -0.1962, -0.4860], [0.1305, -0.3776, -0.3741], [-0.1848, 0.2432, 0.7198], [0.0790, -0.2664, 0.0322], [0.1680, 0.1054, -0.2114], [-0.2530, -0.1034, -0.2700], [-0.0578, 0.0691, 0.0516], [-0.1166, 0.2020, -0.0485], [0.0636, 0.0823, -0.4423], [-0.1566, 0.2493, -0.1926], [-0.1496, -0.0641, 0.1621], [-0.1529, -0.1310, -0.0103], [-0.2767, -0.0751, 0.2211], [-0.1560, -0.2007, -0.1154], [0.0029, 0.2264, -0.1725], [0.0691, 0.3049, -0.1055], [0.1050, 0.1156, 0.0636], [0.2234, -0.0900, 0.0790], [-0.0157, -0.0607, -0.1463], [-0.1347, 0.0404, -0.1057], [-0.0510, 0.0246, 0.1260], [-0.2701, 0.1091, 0.0088], [0.0221, -0.3425, 0.2143], [0.1423, 0.0232, 0.1813], [0.0079, -0.1105, 0.1484], [-0.1656, 0.0696, -0.0750], [-0.0048, 0.0053, -0.1887], [0.2399, -0.0750, 0.3235], [0.0105, -0.0270, 0.1366], [0.0307, -0.1527, 0.1696], [0.0389, -0.0332, -0.0405], [-0.0632, -0.0262, 0.0093], [-0.0434, -0.0243, -0.0162], [-0.2661, -0.1213, -0.1487]],
  "lowdin_charge": [-0.08, -0.24, -0.15, -0.12, -0.01, -0.05, -0.09, -0.43, -0.19, -0.02, -0.27, -0.17, -0.08, -0.23, -0.04, -0.48, 0.52, -0.40, 0.36, -0.07, -0.06, -0.44, 1.02, 0.07, 0.07, 0.07, 0.10, 0.09, 0.10, 0.12, 0.11, 0.11, 0.11, 0.09, 0.14, 0.08, 0.09, 0.09, 0.11, 0.04, 0.11, 0.11, 0.35, 0.21, 0.21, 0.17]
}

3.
{
  "formula": "C17H22N2O",
  "method": "ωB97M-V/def2-TZVPD",
  "e_above_lowest_ev": 2.2270,
  "multiplicity": 1,
  "largest_force_ha_per_bohr": 0.012,
  "homo_ev": -8.52,
  "symbols": ["C", "N", "C", "C", "C", "O", "C", "C", "C", "C", "C", "C", "C", "C", "C", "C", "C", "C", "C", "N", "H", "H", "H", "H", "H", "H", "H", "H", "H", "H", "H", "H", "H", "H", "H", "H", "H", "H", "H", "H", "H", "H"],
  "coordinates": [[1.9300, 1.8613, -1.3349], [2.7850, 1.0464, -0.4953], [4.1754, 1.2055, -0.8672], [2.5504, 1.2979, 0.9201], [1.4577, 0.3844, 1.4870], [0.2276, 0.7107, 0.8843], [-0.8190, -0.2538, 0.9740], [-1.2422, -0.5115, 2.4292], [-1.9881, 0.3873, 0.2352], [-2.7670, -0.3058, -0.6798], [-3.8220, 0.3205, -1.3193], [-4.1153, 1.6479, -1.0499], [-3.3420, 2.3445, -0.1386], [-2.2868, 1.7204, 0.4993], [-0.4254, -1.5641, 0.3111], [0.4370, -1.5838, -0.7816], [0.7499, -2.8031, -1.3551], [0.1812, -3.9574, -0.8379], [-0.6730, -3.8285, 0.2472], [-0.9630, -2.6707, 0.8112], [0.8994, 1.7524, -1.0072], [2.2001, 2.9285, -1.2971], [2.0139, 1.5234, -2.3698], [4.7886, 0.5206, -0.2816], [4.5471, 2.2306, -0.7204], [4.2870, 0.9489, -1.9214], [3.4669, 1.0882, 1.4782], [2.2665, 2.3445, 1.1036], [1.7259, -0.6615, 1.2884], [1.4051, 0.5326, 2.5749], [-2.1287, -1.1337, 2.4353], [-0.4532, -1.0304, 2.9664], [-1.4562, 0.4348, 2.9206], [-2.5575, -1.3420, -0.8949], [-4.4176, -0.2289, -2.0342], [-4.9399, 2.1355, -1.5495], [-3.5630, 3.3808, 0.0798], [-1.6751, 2.2652, 1.1998], [0.8639, -0.6657, -1.1493], [1.4276, -2.8531, -2.1963], [0.3965, -4.9275, -1.2586], [-1.1476, -4.6911, 0.6947]],
  "atomic_forces_ev_per_a": [[-0.1119, -0.0338, -0.1416], [0.0494, 0.0052, 0.1245], [-0.0398, -0.1374, -0.0134], [-0.4156, -0.4423, 0.0785], [0.4708, 0.1224, 0.2483], [-0.0540, -0.0301, -0.1782], [-0.4055, -0.0267, 0.3125], [0.2406, 0.1839, -0.2344], [0.1034, 0.0882, -0.0636], [0.0718, -0.0622, 0.0916], [-0.1878, 0.1417, -0.0685], [-0.0719, -0.1266, -0.1295], [-0.0149, 0.1733, 0.0978], [0.0248, -0.1020, -0.0142], [0.2746, 0.0074, -0.1865], [-0.1071, -0.0761, 0.0625], [-0.0541, -0.0273, 0.0066], [-0.0367, 0.0806, 0.0740], [0.1652, -0.3587, -0.2785], [-0.1714, 0.3302, 0.2571], [-0.0204, 0.0637, -0.1006], [0.0219, 0.0482, 0.0135], [-0.0219, 0.0548, -0.0228], [0.0726, 0.0280, -0.0215], [0.0263, 0.0688, 0.0055], [0.0779, 0.0256, -0.0038], [-0.0539, 0.0444, -0.0088], [0.0929, 0.0482, 0.0367], [0.0242, 0.1230, 0.0445], [-0.0271, -0.0505, -0.0390], [-0.0655, -0.0627, 0.0765], [0.0468, -0.0854, 0.1258], [-0.0132, 0.1062, -0.0025], [0.0200, -0.1038, -0.0431], [-0.0420, -0.0494, -0.0411], [-0.0526, 0.0281, -0.0399], [-0.0008, 0.0361, -0.0031], [0.0759, 0.0982, 0.0842], [0.0785, 0.1134, -0.0226], [0.0273, 0.0070, -0.0398], [0.0026, -0.0798, -0.0156], [0.0006, -0.1720, -0.0274]],
  "lowdin_charge": [-0.11, -0.28, -0.11, -0.17, -0.19, -0.12, -0.42, 0.00, -0.14, -0.02, -0.08, -0.09, -0.08, -0.03, -0.24, 0.00, -0.05, -0.06, -0.13, 0.13, 0.07, 0.09, 0.09, 0.08, 0.09, 0.08, 0.12, 0.13, 0.13, 0.12, 0.09, 0.08, 0.09, 0.11, 0.10, 0.10, 0.10, 0.12, 0.10, 0.11, 0.10, 0.10]
}

4.
{
  "formula": "C17H22N2O2",
  "method": "ωB97M-V/def2-TZVPD",
  "e_above_lowest_ev": 1.2102,
  "multiplicity": 1,
  "largest_force_ha_per_bohr": 0.011,
  "homo_ev": -8.22,
  "symbols": ["C", "C", "C", "O", "C", "C", "C", "N", "C", "O", "N", "C", "C", "C", "C", "C", "C", "C", "C", "C", "C", "H", "H", "H", "H", "H", "H", "H", "H", "H", "H", "H", "H", "H", "H", "H", "H", "H", "H", "H", "H", "H", "H"],
  "coordinates": [[-6.2954, -0.6288, -0.8456], [-5.0256, 0.0440, -0.3162], [-5.3550, 1.0928, 0.7412], [-4.1709, -0.9136, 0.2937], [-3.2571, -1.5828, -0.5410], [-1.8218, -1.0918, -0.3145], [-1.6140, 0.3393, -0.8126], [-0.2724, 0.8095, -0.5652], [-0.0141, 1.7559, 0.3737], [-0.8677, 2.4427, 0.8942], [1.3229, 1.9508, 0.6792], [2.4358, 1.2720, 0.1651], [3.4490, 1.9792, -0.4404], [4.5596, 1.3234, -0.9835], [4.6535, -0.0391, -0.9313], [3.6625, -0.7990, -0.2763], [3.7596, -2.2026, -0.1647], [2.8249, -2.9200, 0.5269], [1.7607, -2.2621, 1.1615], [1.6257, -0.9058, 1.0570], [2.5494, -0.1410, 0.3117], [-6.8282, -1.1017, -0.0247], [-6.9430, 0.1072, -1.3141], [-6.0452, -1.3922, -1.5796], [-4.5027, 0.5273, -1.1555], [-5.8403, 0.6148, 1.5874], [-6.0162, 1.8491, 0.3278], [-4.4430, 1.5693, 1.0910], [-3.5281, -1.4687, -1.5981], [-3.3101, -2.6486, -0.2869], [-1.1303, -1.7653, -0.8272], [-1.6153, -1.1308, 0.7557], [-1.8203, 0.3953, -1.8882], [-2.2792, 1.0229, -0.2816], [0.4871, 0.2483, -0.9167], [1.4999, 2.8580, 1.0875], [3.3769, 3.0551, -0.5096], [5.3323, 1.9074, -1.4608], [5.4955, -0.5520, -1.3720], [4.5983, -2.6985, -0.6319], [2.9094, -3.9937, 0.6068], [1.0511, -2.8342, 1.7404], [0.8203, -0.4002, 1.5676]],
  "atomic_forces_ev_per_a": [[0.4645, 0.0934, 0.0708], [-0.3982, 0.1594, -0.0100], [0.2632, -0.2726, -0.3024], [-0.0081, 0.1739, 0.2147], [0.3911, -0.2210, 0.0028], [-0.4717, 0.2007, -0.1642], [-0.1869, -0.1507, 0.0920], [0.1427, -0.1536, -0.1520], [0.1729, 0.0191, -0.3652], [-0.3412, 0.2261, 0.2680], [0.1767, 0.3107, 0.4244], [0.3395, 0.0462, -0.2906], [-0.3853, -0.0769, 0.1632], [0.2036, -0.2687, -0.0205], [0.0945, 0.1922, -0.0572], [-0.2368, 0.1836, 0.0557], [-0.0723, -0.2248, 0.0677], [0.2746, -0.0498, -0.1754], [-0.1786, 0.2501, 0.0657], [-0.0874, -0.1943, 0.1833], [0.2887, -0.0437, -0.0719], [-0.0705, -0.0454, 0.1014], [-0.1086, 0.0630, -0.0811], [-0.0224, -0.0741, -0.0907], [0.0099, -0.0580, 0.0947], [-0.0955, -0.0464, 0.1110], [-0.0943, 0.0960, -0.0158], [0.0749, 0.0844, 0.0526], [-0.0494, -0.0370, 0.0053], [-0.0047, 0.1006, -0.1443], [0.0465, -0.0687, 0.0250], [0.0703, -0.0501, 0.0460], [-0.0864, 0.0335, 0.1020], [0.0018, -0.0554, -0.1581], [-0.0319, 0.1015, 0.0407], [-0.1576, -0.1479, 0.0005], [-0.0781, 0.0891, -0.0424], [0.0723, 0.0185, -0.0484], [0.0927, -0.0408, -0.0480], [0.0735, -0.0595, -0.0389], [0.0424, -0.0795, -0.0105], [-0.0763, -0.0146, 0.0637], [-0.0542, -0.0085, 0.0362]],
  "lowdin_charge": [-0.04, -0.46, -0.04, -0.13, -0.22, -0.15, -0.18, 0.08, -0.57, 0.06, 0.13, -0.20, -0.02, -0.08, -0.04, -0.17, -0.03, -0.08, -0.07, -0.04, -0.12, 0.08, 0.08, 0.07, 0.13, 0.08, 0.08, 0.08, 0.12, 0.12, 0.11, 0.12, 0.13, 0.11, 0.13, 0.15, 0.11, 0.10, 0.11, 0.11, 0.10, 0.11, 0.11]
}